Entry 1:
Computed, not measured: a 2-piece molecular cluster, C21H20N3O4 overall at a distorted geometry, with ωB97M-V/def2-TZVPD.

CARTESIAN COORDINATES (ANGSTROEM)
O: -0.620 -2.334 6.118
O: -3.900 -0.509 1.073
O: 1.915 -2.294 4.218
O: -0.059 -0.759 -0.434
N: 1.904 3.026 -4.473
N: 1.146 3.200 -2.463
N: -0.626 -0.858 4.266
C: 0.933 5.232 -1.031
C: -1.906 -4.583 0.574
C: 2.094 -2.290 1.899
C: 0.658 3.750 -1.188
C: 1.648 -1.913 0.705
C: 0.101 -1.221 3.108
C: -0.360 -0.850 1.902
C: 1.095 1.866 -2.798
C: -2.132 -3.219 0.390
C: -2.841 -3.065 2.694
C: 2.441 3.395 -5.785
C: -2.150 -5.178 1.800
C: -2.637 -4.426 2.868
C: -1.642 -0.061 1.737
C: 1.662 3.880 -3.482
C: 1.561 1.758 -4.064
C: -0.701 -1.721 5.154
C: -2.834 -0.969 1.373
C: 0.371 -1.152 0.635
C: 1.392 -1.965 3.181
C: -2.592 -2.465 1.459
H: 1.846 4.939 -3.516
H: -1.462 0.612 0.892
H: 2.004 5.438 -1.046
H: -1.939 -2.773 -0.579
H: 1.686 0.924 -4.732
H: 0.717 1.143 -2.091
H: 2.523 2.506 -6.402
H: 2.185 -2.145 -0.207
H: -0.414 3.560 -1.145
H: 0.530 5.584 -0.084
H: 1.131 3.190 -0.382
H: -1.521 -5.174 -0.249
H: -1.840 0.569 2.603
H: -3.206 -2.449 3.512
H: 3.031 -2.832 1.975
H: 3.425 3.842 -5.663
H: 1.769 4.104 -6.263
H: -2.861 -4.883 3.824
H: -1.987 -6.240 1.948
H: 0.463 5.807 -1.830

Results
relative energy (zero: lowest compared OMol25 entry of this formula, charge and spin) = 0.000 eV
net charge = +1
HOMO energy = -11.258 eV

---

Entry 2:
Computed, not measured: a 6-piece molecular cluster, C25H55B2INO19P2 overall at a distorted geometry, with ωB97M-V/def2-TZVPD.

CARTESIAN COORDINATES (ANGSTROEM)
I: -6.028 -0.817 0.157
P: -11.020 1.327 2.243
P: -8.993 0.686 1.849
O: 6.182 1.565 -1.312
O: 4.151 1.834 -2.265
O: -11.107 2.707 3.070
O: 11.211 -1.412 -6.993
O: 11.179 -1.687 -9.132
O: -11.948 0.352 2.843
O: 10.753 1.552 -3.741
O: 11.930 3.483 -3.841
O: 9.999 3.504 -2.888
O: 10.170 0.141 -8.260
O: -8.531 -3.976 10.356
O: -7.865 -1.100 5.716
O: -9.093 -1.815 9.977
O: 5.153 -0.057 -2.503
O: -9.433 -3.459 8.467
O: -1.489 -0.010 -2.716
O: -3.313 -1.153 -2.647
O: -11.622 1.758 0.775
O: -1.348 -2.260 -2.512
N: -9.889 -1.425 4.404
C: -10.056 -2.503 7.591
C: -6.392 -0.168 3.183
C: -1.988 -1.244 -2.613
C: -3.992 -2.410 -2.611
C: -8.140 3.032 3.968
C: -8.073 -3.613 11.660
C: 12.997 2.768 -4.464
C: 4.088 3.139 -1.682
C: -7.832 1.762 4.373
C: 5.256 1.155 -1.968
C: 0.500 -0.277 -4.089
C: 11.770 -0.165 -10.942
C: -9.225 -3.462 12.633
C: -5.721 1.841 1.695
C: 10.922 -0.617 -5.835
C: 10.789 -0.884 -8.139
C: 10.876 2.730 -3.515
C: -5.632 0.348 1.957
C: 6.175 -1.541 -0.857
C: 9.046 2.075 -1.149
C: 10.829 -1.244 -10.449
C: 6.256 -0.941 -2.245
C: -9.027 -2.965 9.625
C: -0.060 0.073 -2.725
C: 8.806 2.841 -2.429
B: -7.942 0.412 3.474
B: -8.611 -0.729 4.568
H: 13.716 3.508 -4.803
H: 4.981 3.715 -1.912
H: 0.184 1.106 -2.483
H: -3.835 -2.943 -3.549
H: -7.518 -0.309 6.148
H: -11.415 1.015 0.186
H: 6.962 -2.282 -0.716
H: 11.550 0.089 -11.979
H: -6.443 -1.254 3.100
H: 7.202 -0.422 -2.403
H: 0.303 -1.320 -4.336
H: -8.852 -3.282 13.642
H: 3.224 3.634 -2.113
H: 3.954 3.062 -0.604
H: 9.792 -0.910 -10.473
H: 9.482 2.728 -0.390
H: -9.839 -4.364 12.637
H: -7.657 3.558 3.152
H: 5.207 -2.019 -0.706
H: 9.867 -0.362 -5.786
H: 9.746 1.254 -1.308
H: -5.050 -2.199 -2.495
H: 6.187 -1.727 -2.995
H: -6.645 2.155 1.227
H: -3.660 -3.013 -1.770
H: 13.478 2.106 -3.745
H: -4.879 2.112 1.058
H: -10.627 -1.000 4.948
H: -4.578 0.148 2.134
H: 11.182 -1.212 -4.965
H: 0.030 0.334 -4.861
H: 8.076 3.629 -2.257
H: -5.536 2.335 2.648
H: -9.868 -2.630 12.348
H: 6.283 -0.773 -0.091
H: -8.910 3.577 4.513
H: 8.410 2.196 -3.213
H: 12.642 2.201 -5.321
H: 0.367 -0.555 -1.943
H: -11.025 -2.209 7.999
H: 11.678 0.738 -10.339
H: -10.613 3.372 2.560
H: -9.213 -0.612 1.313
H: -10.147 -1.542 3.437
H: -9.430 -1.633 7.432
H: 12.805 -0.502 -10.871
H: 8.112 1.667 -0.776
H: 10.905 -2.123 -11.087
H: 11.525 0.285 -5.837
H: -7.419 -4.422 11.982
H: -10.206 -2.990 6.634
H: 1.578 -0.113 -4.116
H: -7.472 -2.705 11.611
H: -5.793 0.069 4.061
H: -7.470 1.680 5.407

Results
net charge = -1
HOMO energy = -4.015 eV

---

Entry 3:
Computed, not measured: a 2-piece molecular cluster, C3H8O overall, with ωB97M-V/def2-TZVPD.

CARTESIAN COORDINATES (ANGSTROEM)
O: -0.178 2.339 -0.242
C: -1.065 -0.752 0.579
C: 1.376 -0.634 -0.022
C: 0.092 -0.683 -0.374
H: -1.799 0.026 0.345
H: -1.568 -1.723 0.507
H: -0.738 -0.609 1.613
H: 1.677 -0.658 1.024
H: -0.164 -0.662 -1.435
H: -0.213 2.324 -1.205
H: 2.170 -0.568 -0.760
H: 0.408 1.600 -0.030

Results
relative energy (zero: lowest compared OMol25 entry of this formula, charge and spin) = 0.637 eV
structure (SMILES) = C=CC.O
HOMO energy = -10.003 eV

---

Entry 4:
Computed, not measured: a 4-piece molecular cluster, C3H15NO3 overall at a distorted geometry, with ωB97M-V/def2-TZVPD.

CARTESIAN COORDINATES (ANGSTROEM)
O: -0.122 1.168 2.582
O: 0.491 2.148 -3.718
O: 0.617 2.568 -0.321
N: -1.226 -0.494 0.356
C: -1.134 -1.823 0.976
C: 0.059 -2.647 0.412
C: 1.206 -1.819 -0.175
H: 0.190 2.184 0.466
H: 1.007 -1.488 -1.196
H: -0.037 0.453 1.923
H: -1.980 -2.496 0.839
H: 0.597 1.176 -3.871
H: 0.856 3.444 -0.034
H: -0.035 0.653 3.411
H: 2.121 -2.417 -0.310
H: -2.052 -0.036 0.751
H: 0.118 2.176 -2.840
H: 1.470 -0.983 0.464
H: -0.313 -3.353 -0.338
H: -1.437 -0.630 -0.624
H: -0.920 -1.677 2.036
H: 0.473 -3.289 1.196

Results
relative energy (zero: lowest compared OMol25 entry of this formula, charge and spin) = 0.359 eV
multiplicity = 2
net charge = -1
HOMO energy (alpha / beta) = 0.933 / -6.390 eV

---

Entry 5:
Computed, not measured: a 2-piece molecular cluster, C5H10O2 overall at a distorted geometry, with ωB97M-V/def2-TZVPD.

CARTESIAN COORDINATES (ANGSTROEM)
O: -1.275 -1.768 2.899
O: -1.914 -1.854 -0.728
C: 0.463 1.129 -0.351
C: -0.030 -0.308 -0.570
C: 2.470 2.659 -0.766
C: -1.249 -0.603 -0.842
C: 1.791 1.349 -0.215
H: -1.777 0.276 -1.411
H: 2.493 0.462 -0.190
H: 3.309 2.781 -0.123
H: -0.316 1.892 -0.278
H: -0.684 -2.127 2.259
H: 0.746 -1.084 -0.592
H: 2.771 2.454 -1.741
H: -1.197 -2.527 -0.592
H: -2.100 -1.898 2.530
H: 1.597 3.384 -0.767

Results
relative energy (zero: lowest compared OMol25 entry of this formula, charge and spin) = 2.110 eV
multiplicity = 2
net charge = +1
HOMO energy (alpha / beta) = -14.623 / -14.719 eV

---

Entry 6:
Computed, not measured: C30H20Cl3NO5S3Ti as an isolated structure, with ωB97M-V/def2-TZVPD.

CARTESIAN COORDINATES (ANGSTROEM)
Ti: 0.750 -0.206 -0.485
Cl: 0.530 2.394 2.669
Cl: -1.967 2.553 -2.111
Cl: -2.168 6.824 1.185
S: 2.318 -2.258 -0.362
S: 1.871 0.797 -2.426
S: -1.523 -0.448 1.863
O: 2.319 0.439 0.639
O: -0.390 -1.145 1.134
O: -0.335 1.383 0.023
O: -0.366 -1.119 -1.743
O: -1.764 -1.593 -3.385
N: 3.536 -0.057 0.460
C: -0.645 -1.281 -3.007
C: -1.472 -1.140 3.506
C: -0.983 -2.956 4.975
C: -3.025 -1.238 1.273
C: 5.024 -1.791 -0.107
C: -0.853 4.528 1.773
C: -1.619 5.200 0.839
C: -1.772 -0.858 5.862
C: -1.038 -2.445 3.690
C: 6.089 -0.986 0.199
C: -3.070 -1.561 -0.075
C: -1.961 4.602 -0.361
C: -5.368 -2.226 0.203
C: 3.694 -1.335 0.008
C: 5.862 0.323 0.641
C: -0.720 2.582 0.276
C: -0.423 3.246 1.488
C: 2.583 -0.271 -4.798
C: 1.331 -1.814 -6.149
C: -1.820 -0.333 4.576
C: 4.571 0.753 0.756
C: -5.310 -1.892 1.552
C: -1.521 3.320 -0.627
C: 0.484 -1.110 -3.986
C: -4.138 -1.391 2.095
C: -1.358 -2.167 6.058
C: 1.611 -0.292 -3.783
C: -4.253 -2.060 -0.604
C: 2.454 -1.016 -5.953
C: 0.359 -1.842 -5.168
H: -2.567 5.125 -1.086
H: 6.671 0.997 0.878
H: 7.099 -1.358 0.089
H: -0.535 -2.438 -5.289
H: -0.591 4.992 2.713
H: -1.311 -2.572 7.061
H: -2.108 0.697 4.403
H: 3.450 0.359 -4.651
H: -4.090 -1.139 3.146
H: -6.288 -2.614 -0.217
H: 1.217 -2.401 -7.052
H: -6.179 -2.025 2.184
H: -2.043 -0.240 6.708
H: -0.644 -3.971 5.137
H: 3.233 -0.974 -6.706
H: 5.163 -2.800 -0.465
H: -2.203 -1.427 -0.710
H: -0.732 -3.027 2.830
H: 4.271 1.739 1.076
H: -4.287 -2.299 -1.659

Results
relative energy (zero: lowest compared OMol25 entry of this formula, charge and spin) = 0.000 eV
multiplicity = 2
net charge = -1
HOMO energy (alpha / beta) = -3.931 / -4.353 eV

---

Entry 7:
Computed, not measured: one molecule with the formula C19H25N3O2 at a distorted geometry, with ωB97M-V/def2-TZVPD.

CARTESIAN COORDINATES (ANGSTROEM)
O: -0.926 -1.410 2.336
O: 1.931 -3.770 -6.050
N: 1.715 -3.475 -2.970
N: 0.093 0.573 1.889
N: 0.714 -1.911 -6.274
C: 1.176 -2.762 -4.042
C: -0.321 -0.726 1.520
C: -0.291 1.141 3.202
C: -0.417 -1.147 -5.727
C: -0.028 -1.016 -0.964
C: -1.866 2.663 4.472
C: 1.355 -2.927 -1.762
C: 1.624 -3.301 -0.481
C: 0.258 -1.417 0.372
C: -2.507 1.824 2.284
C: 1.122 -2.557 0.603
C: -1.309 2.305 3.065
C: 1.143 1.225 1.086
C: 0.507 -1.650 -3.501
C: -0.777 3.598 2.420
C: 0.575 -1.776 -2.011
C: 0.971 1.476 4.057
C: -0.124 -0.559 -4.323
C: 1.235 -2.914 -5.511
H: -0.680 -0.194 -1.154
H: 1.440 2.161 1.510
H: 0.756 1.537 5.123
H: 2.375 -4.264 -3.090
H: 0.113 3.981 2.985
H: 2.026 0.563 1.012
H: -2.581 3.476 4.439
H: -2.978 0.967 2.804
H: -1.091 2.971 5.149
H: -3.260 2.598 2.128
H: -0.522 3.382 1.388
H: -1.106 -0.248 -3.934
H: 0.695 -2.154 -7.252
H: 2.216 -4.169 -0.238
H: 0.695 1.472 0.107
H: -0.815 0.395 3.834
H: -1.266 -1.789 -5.607
H: 1.278 -2.882 1.605
H: -0.679 -0.366 -6.455
H: -1.552 4.396 2.440
H: 1.426 2.408 3.731
H: 1.688 0.652 3.962
H: -2.356 1.766 4.926
H: 0.551 0.324 -4.373
H: -2.227 1.526 1.271

Results
relative energy (zero: lowest compared OMol25 entry of this formula, charge and spin) = 1.059 eV
structure (SMILES) = C[C@H](N(C)C(=O)c1ccc2[nH]c3c(c2c1)CCNC3=O)C(C)(C)C
HOMO energy = -8.280 eV

---

Entry 8:
Computed, not measured: C14H32FeN6O7 as an isolated structure at a distorted geometry, with ωB97M-V/def2-TZVPD.

CARTESIAN COORDINATES (ANGSTROEM)
Fe: 0.995 1.133 0.099
O: 0.814 2.739 -2.382
O: 3.075 0.551 1.491
O: -0.368 -1.651 0.445
O: 2.469 -1.468 -0.113
O: 2.854 4.937 -1.027
O: -0.218 3.759 -0.422
O: 0.149 -0.448 2.570
N: 1.124 1.595 -1.818
N: -2.461 -2.114 -0.197
N: -1.050 -3.767 0.813
N: 0.053 0.723 1.836
N: 1.859 -0.515 -0.735
N: -0.091 2.723 0.424
C: -3.534 -2.982 -0.649
C: -0.843 1.609 2.303
C: -2.463 -0.747 -0.672
C: -1.775 3.955 1.765
C: 1.545 0.994 -4.129
C: -1.295 -2.509 0.367
C: 1.498 0.628 -2.698
C: 1.801 -0.609 -2.093
C: -2.074 -4.695 1.254
C: 0.325 -4.053 1.184
C: -1.790 1.381 3.436
C: 2.086 -1.885 -2.796
C: -0.888 2.792 1.513
C: 3.336 3.828 -0.257
H: -3.432 -0.546 -1.133
H: 2.731 0.408 2.390
H: -2.916 -4.167 1.723
H: -1.621 -5.360 1.995
H: 3.372 2.970 -0.938
H: -2.446 -5.310 0.423
H: 3.296 5.734 -0.694
H: -1.733 4.642 0.913
H: -4.145 -2.401 -1.345
H: -2.810 3.626 1.920
H: -3.145 -3.866 -1.175
H: -2.298 -0.055 0.165
H: 2.238 -1.706 -3.864
H: 0.670 -3.390 1.995
H: -2.828 1.318 3.068
H: 1.244 -2.588 -2.700
H: 2.983 -2.363 -2.387
H: 0.987 -3.898 0.323
H: 2.251 1.818 -4.298
H: 0.560 1.333 -4.475
H: 4.352 4.018 0.133
H: -1.550 0.465 3.985
H: 1.859 0.149 -4.741
H: -1.469 4.493 2.673
H: -1.658 -0.575 -1.403
H: -4.170 -3.309 0.186
H: -1.759 2.231 4.133
H: 3.038 -0.347 1.041
H: 0.376 -5.094 1.508
H: -0.004 -1.139 1.828
H: 2.653 3.626 0.583
H: 0.244 3.379 -1.345

Results
relative energy (zero: lowest compared OMol25 entry of this formula, charge and spin) = 0.000 eV
multiplicity = 5
HOMO energy (alpha / beta) = -5.211 / -8.012 eV

---

Entry 9:
Computed, not measured: a 4-piece molecular cluster, C21H46BBrI2NO6 overall at a distorted geometry, with ωB97M-V/def2-TZVPD.

CARTESIAN COORDINATES (ANGSTROEM)
I: -2.770 -4.667 -5.273
I: -0.147 -3.165 -1.697
Br: -4.546 0.661 -1.953
O: -7.711 1.201 0.498
O: 3.796 0.989 0.452
O: 6.134 -0.331 5.069
O: 0.372 1.843 -2.993
O: -0.477 -1.976 -6.554
O: -2.253 -0.808 -5.834
N: -0.744 -0.237 -3.470
C: -1.159 -1.390 -5.709
C: 7.333 -0.888 4.563
C: -0.540 -1.448 -4.265
C: -1.930 -0.102 -2.648
C: -9.840 0.054 0.960
C: 7.782 -2.149 5.282
C: -3.242 -3.585 -2.554
C: -3.166 0.430 -3.389
C: 4.880 2.435 2.123
C: 4.987 0.430 -0.064
C: 7.186 1.129 6.751
C: 3.835 1.376 1.813
C: -8.257 2.251 -0.278
C: -0.974 -2.808 -3.683
C: -8.660 3.469 0.537
C: -2.926 1.755 -4.101
C: 6.153 0.063 6.427
C: -2.495 -3.100 -3.787
C: 5.430 -0.835 0.652
C: -8.551 0.656 1.494
C: 1.810 -0.200 -2.540
B: 0.445 0.453 -3.019
H: -3.663 2.492 -3.789
H: 5.665 -0.650 1.702
H: 0.527 -1.532 -4.455
H: 7.031 2.011 6.129
H: 4.771 0.193 -1.106
H: -9.101 1.887 -0.875
H: 2.842 1.770 2.027
H: 4.716 3.322 1.508
H: 2.599 0.555 -2.578
H: 6.997 -2.906 5.249
H: 7.105 1.421 7.798
H: -2.999 -2.248 -4.222
H: 8.205 0.777 6.582
H: 8.020 -1.961 6.330
H: -3.600 -0.304 -4.048
H: 7.122 -1.125 3.520
H: 4.642 -1.587 0.617
H: 8.676 -2.552 4.806
H: -1.929 2.119 -3.868
H: -9.621 -0.716 0.219
H: -0.455 -3.552 -4.273
H: -2.211 -1.010 -2.114
H: 5.154 0.454 6.623
H: -1.731 0.642 -1.872
H: 4.820 2.721 3.174
H: 3.973 0.502 2.459
H: 5.894 2.080 1.934
H: -3.036 1.621 -5.173
H: 6.323 -1.243 0.176
H: -3.219 -2.847 -1.753
H: -7.957 -0.124 1.969
H: -4.288 -3.716 -2.832
H: -9.453 3.242 1.252
H: -2.887 -4.555 -2.218
H: 2.125 -1.039 -3.157
H: 8.134 -0.139 4.558
H: -8.767 1.402 2.269
H: 1.246 2.212 -3.132
H: 1.690 -0.530 -1.510
H: -10.408 -0.397 1.776
H: -7.806 3.851 1.097
H: -7.473 2.527 -0.982
H: -9.024 4.256 -0.124
H: 6.281 -0.809 7.079
H: -10.477 0.802 0.486
H: 5.790 1.177 -0.069

Results
net charge = -1
HOMO energy = -4.721 eV